No. 1
# C31H73NO10

A 6-piece molecular cluster, C31H73NO10 overall (wB97M-V/def2-TZVPD, the OMol25 dataset).

The geometry in XYZ format:
```
115
Properties=species:S:1:pos:R:3:forces:R:3:mulliken_charge:R:1
O -4.9169 6.7522 -4.5723 0.036 -0.221 0.101 -0.358
O 2.2129 0.7542 -2.0055 0.230 -0.571 -0.927 -0.406
O 4.1210 -0.2936 -1.2553 -0.457 -1.026 -0.489 -0.241
O 4.9774 -1.6016 0.9478 -0.560 -0.707 -0.605 -0.459
O -3.0685 1.5997 -2.7829 0.226 0.018 0.130 -0.391
O 4.1460 -6.0313 -2.1676 0.209 0.546 -0.390 -0.301
O 5.3476 -4.4545 -1.4282 0.956 0.461 1.334 -0.194
O 6.0680 -7.6547 1.9148 -0.149 0.061 0.198 -0.454
O 0.8167 -0.3445 3.2626 0.189 -0.068 -0.210 -0.236
O -3.1142 2.4442 5.8116 0.160 -0.205 -0.032 -0.354
N 4.3032 -4.8690 -2.2345 -1.097 -0.980 -0.318 0.184
C 4.7957 -3.7764 -0.2489 -0.560 1.060 -0.812 -0.401
C 1.3390 -2.6258 -2.5704 0.659 0.744 0.658 -1.234
C 1.2394 1.3056 5.0379 -0.073 -0.157 0.121 -1.314
C -3.0643 1.8114 -4.1857 -0.074 0.042 -0.105 -0.370
C 3.4619 0.2182 -2.4008 -0.158 1.061 0.138 -0.496
C -3.5310 3.4052 4.8582 0.014 0.141 -0.080 -0.310
C -6.2304 8.5432 -3.5152 -0.069 0.018 -0.173 -1.040
C -5.1522 2.5104 7.1869 -0.070 0.085 -0.151 -1.059
C 1.1022 -0.0164 -2.4942 -0.484 -0.081 0.237 -0.994
C 4.7730 -1.5219 -1.5466 0.886 -0.218 -0.380 -0.172
C 0.8270 1.0331 3.6019 0.010 0.092 0.060 -0.214
C -1.1178 -0.4661 -0.3462 -0.021 0.264 -1.150 -1.129
C 5.8681 -8.3963 -0.4202 0.202 -0.128 0.035 -1.186
C 3.6033 -1.7363 1.3346 -0.165 1.244 0.817 -0.099
C -4.2941 1.1700 -2.2169 -0.091 -0.113 0.029 -0.421
C -4.7855 -0.1604 -2.7627 0.037 0.021 -0.200 -0.975
C 8.5186 -7.4530 1.8887 -0.027 0.096 -0.157 -1.007
C -0.5118 -2.9410 -0.3377 0.691 0.759 -0.267 -1.271
C -0.5291 -1.6169 -1.2138 0.377 -0.789 1.139 0.396
C -4.1333 8.1155 -6.4640 0.022 0.122 0.155 -1.076
C -4.0502 2.8709 -4.6465 -0.135 0.000 0.147 -1.113
C -5.1613 7.1420 -5.9114 0.047 0.051 -0.140 -0.309
C -0.0585 -1.1673 4.0127 -0.173 -0.094 0.022 -0.506
C -3.1484 4.8313 5.2179 -0.042 -0.001 0.197 -1.110
C -1.5206 -0.7731 3.8907 -0.002 0.251 0.014 -0.601
C 5.2568 -2.2730 -0.2554 1.023 -0.554 -0.328 -0.005
C 5.8620 -7.2469 0.5730 -0.017 -0.072 -0.175 0.030
C 7.2973 -8.3056 2.1870 0.079 0.011 -0.015 -0.311
C -4.9138 7.7912 -3.6071 -0.048 0.077 0.024 -0.358
C -3.6369 2.5916 7.1215 -0.081 0.017 0.046 -0.353
C 0.9303 -1.3615 -1.7088 -0.301 -0.289 -0.688 1.925
H -1.2799 0.4170 -0.9997 -0.041 -0.354 0.513 0.084
H -0.1458 1.4853 3.3807 -0.036 0.011 0.080 0.274
H 9.4290 -7.9805 2.1781 -0.032 0.009 0.020 0.387
H 6.5896 -6.4789 0.2891 0.032 -0.043 -0.063 0.235
H 7.3462 -9.2613 1.6545 0.062 0.013 -0.056 0.300
H -4.0813 8.4782 -3.7923 -0.038 0.068 -0.023 0.307
H 5.6686 -1.2780 -2.1690 -0.417 -0.338 0.376 0.229
H 2.2162 0.8639 5.2458 0.007 0.056 -0.050 0.297
H 0.2518 -1.1992 5.0625 -0.047 0.050 0.035 0.354
H 3.2605 -0.7248 1.6418 0.114 -0.640 -0.162 0.202
H 1.1939 -0.2081 -3.5894 0.135 0.093 0.588 0.341
H -3.2735 3.5211 7.5723 -0.067 0.046 0.004 0.311
H 5.1194 -4.3144 0.6566 -0.159 0.200 -0.423 0.438
H -1.7049 0.2226 4.2997 -0.059 -0.062 0.083 0.025
H -4.1462 9.0650 -5.9255 -0.040 0.018 -0.073 0.261
H -3.2137 1.7760 7.7094 0.106 -0.022 -0.140 0.305
H -2.1510 -1.4778 4.4354 0.026 -0.009 -0.022 0.440
H -3.0389 3.1350 3.9218 0.023 -0.145 0.096 0.344
H 3.3190 -0.5333 -3.2016 0.169 0.099 0.487 0.360
H 8.5953 -7.2129 0.8265 0.056 -0.068 0.012 0.257
H -4.7128 7.3122 -2.6480 0.042 -0.141 -0.100 0.328
H -3.8704 3.8145 -4.1280 0.025 0.002 -0.072 0.318
H 3.5552 -2.3795 2.2340 -0.233 0.014 -0.617 0.299
H 6.8408 -8.8911 -0.4556 -0.002 0.040 -0.060 0.300
H 3.6932 -3.8139 -0.3905 0.588 -0.094 0.548 0.182
H -2.0537 2.1347 -4.4402 0.040 -0.048 0.174 0.340
H 1.2916 2.3802 5.2196 0.008 -0.024 -0.029 0.424
H -1.8279 -0.7592 2.8429 0.023 -0.071 0.006 0.098
H -1.1389 -1.8638 -2.1079 0.004 0.636 0.423 0.290
H -4.3373 8.3264 -7.5149 0.004 -0.037 0.017 0.394
H -6.1750 7.5437 -6.0139 0.009 0.075 -0.007 0.296
H 2.9284 -2.0480 0.5175 0.455 -0.083 0.449 -0.288
H 0.0673 -2.1793 3.6221 0.151 0.083 -0.080 0.364
H -1.3058 -2.9145 0.4329 0.361 -0.205 -0.504 0.439
H -4.6081 3.3229 4.6780 -0.030 0.057 0.037 0.313
H 6.3652 -2.3291 -0.3248 -0.586 0.144 0.181 0.484
H 0.4384 -3.0642 -3.0388 0.625 0.084 0.081 0.458
H 5.6425 -8.0324 -1.4220 -0.022 0.016 0.048 0.375
H -5.4902 2.5645 8.2230 0.027 -0.022 -0.019 0.389
H -3.1274 7.7020 -6.3743 -0.029 -0.034 -0.044 0.293
H 0.5299 0.8809 5.7504 -0.036 0.101 -0.008 0.273
H -2.0719 4.9098 5.3794 -0.007 -0.009 -0.063 0.302
H 8.4688 -6.5087 2.4344 0.009 -0.054 0.039 0.276
H -6.4626 9.0687 -4.4434 0.032 0.065 0.054 0.263
H -5.0822 2.5789 -4.4428 0.006 -0.018 -0.092 0.256
H 4.8807 -6.7693 0.5425 0.025 -0.020 0.199 0.167
H 5.1284 -9.1489 -0.1411 -0.033 0.054 -0.004 0.309
H -7.0523 7.8529 -3.3163 0.042 0.007 0.051 0.294
H 1.5476 1.5042 2.9315 -0.006 -0.159 -0.093 0.377
H -3.9559 3.0354 -5.7212 0.029 0.000 0.029 0.414
H 0.2236 0.6485 -2.3810 0.473 -0.417 0.075 0.082
H 1.8472 -3.3555 -1.9059 -0.590 0.100 -0.480 0.048
H -0.4428 -0.1459 0.4739 -0.338 -0.463 -0.333 0.055
H -5.6951 -0.4701 -2.2457 0.036 0.006 0.019 0.407
H -0.5666 -3.8521 -0.9606 -0.139 0.389 0.402 0.308
H -3.4373 5.5146 4.4179 0.025 -0.035 -0.006 0.392
H -5.6257 3.3268 6.6384 -0.005 0.027 0.086 0.270
H -5.0127 -0.1002 -3.8288 -0.076 0.000 0.036 0.298
H 2.1043 -2.3612 -3.3311 -0.643 -0.195 0.246 0.412
H -3.2297 0.8649 -4.7121 -0.067 0.000 -0.024 0.346
H -2.1099 -0.7641 0.0412 0.506 0.154 0.004 0.548
H -3.6419 5.1632 6.1333 -0.044 0.038 -0.060 0.258
H 7.2840 -8.5444 3.2513 -0.166 0.047 -0.010 0.340
H -5.5046 1.5748 6.7486 0.034 -0.008 0.058 0.291
H -6.1890 9.2832 -2.7144 0.008 -0.038 -0.002 0.382
H -5.0591 1.9457 -2.3274 -0.040 -0.024 -0.062 0.387
H -4.0238 -0.9320 -2.6335 -0.017 0.014 0.064 0.150
H 4.1723 -2.2242 -2.1679 -0.084 0.581 0.379 0.102
H -5.1304 6.2250 -6.5031 -0.010 -0.063 0.167 0.325
H 1.6102 -1.2922 -0.8319 -0.524 0.072 -0.446 -0.700
H 4.0715 1.0542 -2.8132 -0.313 -0.401 0.285 0.345
H -4.1145 1.0622 -1.1453 0.169 0.101 -0.055 0.353
H 0.4818 -2.9490 0.1670 -0.709 -0.197 0.021 0.116
```
Positions in Å, forces in eV/Å.

## Properties
Energy above the lowest of the compared OMol25 structures with the same formula, charge and spin = 59.97 kJ/mol
Highest occupied orbital energy = -0.3499 Eh
LUMO = -0.2 eV
2S+1 = 1
Structure (SMILES) = CO[C@H](COCOC[C@H](C)C(C)C)CON=O.CCOCC.CCOCC.CCOCC.CCOCC.CCOCC

---

No. 2
# C31H77O32P5

A 9-piece molecular cluster, C31H77O32P5 overall (wB97M-V/def2-TZVPD, the OMol25 dataset).

The geometry in XYZ format:
```
145
Properties=species:S:1:pos:R:3:forces:R:3:mulliken_charge:R:1
P 0.7182 4.6090 4.9064 0.294 -0.216 -0.944 0.339
P 1.2743 5.7079 -0.7432 -0.162 1.299 -1.354 0.843
P 1.6867 -2.9850 -6.0232 1.919 -0.948 -2.252 0.687
P -2.7249 -5.7024 1.8316 -0.495 -0.531 -0.755 0.913
P 6.0174 0.4464 -1.4693 0.994 -0.472 1.578 0.341
O 7.4421 0.7975 -1.6624 -1.421 -0.023 -0.275 -0.713
O -3.7903 -2.2463 -4.1662 0.574 0.785 -1.114 -0.382
O -4.8200 3.7689 0.6355 -0.093 -0.220 0.639 -0.599
O 2.2210 4.9412 4.4392 -0.580 -0.366 0.057 -0.361
O 1.0058 1.0656 0.7245 0.062 0.446 0.722 -0.122
O 2.7626 -3.5718 -5.0672 0.814 -2.136 1.585 -0.001
O 1.0186 -0.4277 -0.8051 0.154 0.281 0.572 0.012
O -2.1087 -7.1781 1.9414 -0.488 0.398 -0.623 -0.345
O 2.3475 -1.6009 -6.3793 -0.138 0.535 0.166 -0.342
O 1.6824 5.0292 -2.1018 0.754 0.081 -0.686 -0.565
O -3.6373 -3.5068 -2.3059 0.303 0.542 -0.557 -0.558
O -1.7930 -5.0720 0.7430 0.641 -0.538 -0.230 -0.297
O 0.1963 -0.7115 3.8753 0.117 -0.431 0.076 -0.268
O -2.1614 -5.0337 3.0908 1.062 1.279 1.704 0.176
O -4.8363 -4.1520 -4.0692 0.084 0.788 0.197 -0.396
O 1.4261 7.2601 -1.1439 -0.145 -0.194 0.819 -0.400
O 0.6228 5.5618 6.2235 -0.018 -1.919 -1.298 -0.442
O -0.2690 5.4284 -0.7430 0.538 0.342 -0.640 -0.305
O 0.3325 -3.0517 -5.5571 -1.823 0.238 0.426 -0.501
O 1.9984 5.2529 0.4305 0.438 -0.045 0.975 -0.462
O 5.5408 0.7710 0.0232 -0.422 0.554 -0.994 -0.334
O 1.1428 -2.6535 3.6766 0.502 1.158 -0.995 -0.336
O -0.6872 -2.5692 4.9355 0.813 1.677 -1.105 -0.692
O -3.4360 3.5895 2.4904 -1.673 0.720 -1.662 -0.157
O -3.8023 1.8256 1.2627 -0.072 1.355 0.446 0.066
O -0.2591 5.4927 3.9504 0.759 -2.056 0.449 0.169
O -0.8011 0.9358 -0.6415 1.228 -0.344 0.188 -0.615
O 4.9242 1.0148 -2.4690 0.058 0.330 0.499 0.287
O 5.6475 -1.0820 -1.5474 0.770 -1.094 -0.623 -0.076
O 1.9896 -3.8272 -7.3521 -0.827 0.182 -0.472 -0.449
O -4.1720 -5.5244 1.6304 0.357 -0.589 0.055 -0.773
O 0.4660 3.1206 4.9657 -0.139 3.120 0.007 -0.239
C 0.4953 -1.0449 -1.9532 0.006 -1.783 -1.299 0.594
C -4.4544 1.1358 0.2136 -2.565 1.919 -2.074 -0.506
C -2.9927 -8.2904 1.8719 -0.858 -0.489 -0.642 -0.730
C 5.1718 2.3538 -2.8871 -0.904 0.600 -1.634 -0.810
C 2.8780 4.2409 3.3207 0.266 0.015 2.043 -0.091
C -0.0904 6.8898 3.8692 -0.368 0.257 0.464 -0.780
C 0.3066 0.5668 -0.2787 -1.432 0.328 -0.053 0.420
C -2.6462 -1.4027 -3.9125 1.736 -0.254 0.401 -0.158
C -1.1743 5.6630 0.2964 -1.619 -0.940 -0.640 -0.508
C -4.0341 -3.3063 -3.4391 0.495 -0.214 1.593 0.769
C 0.1336 -1.9951 4.2088 -1.514 -1.038 1.608 0.749
C -6.3693 -4.7315 -2.2061 -1.022 -0.237 0.189 -0.994
C 2.2241 8.1915 -0.3391 0.754 -1.246 -0.798 -0.612
C -2.0924 -0.0173 3.4871 -0.303 0.018 -1.219 -0.139
C -2.8522 -4.7742 4.2995 -1.056 0.050 0.270 -0.800
C 1.2684 -2.4059 -2.1682 -0.668 1.654 -1.404 -1.233
C -4.1546 3.1189 1.3977 2.198 -0.004 0.575 0.560
C 0.4657 2.2414 1.3972 -1.749 -0.827 -0.646 0.233
C 4.1598 0.5659 0.3569 -1.455 -0.536 -1.573 -0.173
C -5.3103 -5.1577 -3.1782 -0.918 -1.820 -0.440 -0.143
C -0.8738 0.1630 4.3285 0.409 -0.552 -0.013 0.217
C 2.4212 -0.5669 -5.3891 0.640 0.338 0.112 -0.353
C 2.6051 -4.9814 -4.5989 -1.133 1.264 0.334 -0.782
C -3.7739 4.9970 2.8238 0.686 -2.265 1.816 -0.502
C 6.6776 -1.9544 -2.1043 -0.372 -1.463 2.232 -0.797
C -1.9602 -3.7053 0.4197 -0.349 1.550 0.170 -0.337
C 1.1543 4.8530 7.3314 0.917 0.089 1.319 -0.795
C 1.5133 3.6178 -2.2696 -0.444 -0.224 0.582 -0.321
C 1.1047 -4.0485 3.7940 0.192 -1.326 -1.593 -0.548
C -4.3137 -0.2989 0.5087 0.349 -0.567 0.586 -0.303
C 3.3333 -3.8805 -7.8861 -0.217 0.463 1.684 -0.556
H 3.3878 0.8558 -0.4485 1.586 -0.568 0.657 0.078
H -2.0532 5.1146 -0.0661 -0.008 0.040 0.762 0.186
H -3.7606 -4.2031 4.1171 -0.081 0.055 -0.304 0.328
H -2.5565 -9.1282 1.2798 0.077 0.662 0.793 0.241
H 3.9329 4.4901 3.4447 -0.214 0.454 -0.540 0.336
H -3.2695 -8.5502 2.8914 0.189 -0.507 -0.029 0.281
H -2.0887 0.6653 2.6267 -0.079 -0.049 0.365 -0.252
H 3.9162 1.2507 1.1239 -0.003 0.336 1.256 0.232
H 2.3232 -2.2382 -2.1911 0.886 0.434 -0.231 0.329
H 0.9747 -2.7810 -3.1841 0.067 -0.037 1.140 0.238
H -4.1154 5.5618 2.0057 -0.420 0.433 -1.170 0.416
H -5.7386 -5.8717 -3.8949 0.370 -0.212 0.429 0.346
H 1.1352 -4.3159 4.8202 -0.660 -0.492 0.936 0.351
H 3.1892 -5.0050 -3.7062 0.301 -0.193 0.557 0.276
H -4.5593 4.8874 3.6038 0.618 0.621 -0.419 0.299
H 2.8665 0.3162 -5.8756 -0.288 -0.415 0.149 0.285
H 2.7469 8.8378 -1.0448 0.117 -0.276 -0.077 0.240
H -3.9342 -8.0342 1.3606 0.323 0.144 0.118 0.322
H 0.1485 2.9277 0.6012 -0.191 -0.041 0.505 0.528
H 1.9079 3.0978 -1.3893 -0.145 -0.062 -0.125 0.025
H 6.1246 2.3223 -3.3970 0.130 0.450 -0.396 0.407
H 1.2661 2.6543 1.9372 1.011 0.382 0.582 -0.615
H 5.2361 3.1019 -2.1019 -0.188 -0.212 0.432 0.309
H -2.9717 -0.3898 -3.6401 -0.141 -0.423 -0.099 0.295
H 3.7868 -2.9382 -7.5588 0.565 -0.467 -0.426 0.275
H 0.4505 3.4815 -2.3767 -0.467 -0.555 0.171 0.389
H 2.0649 -4.3958 3.3955 -0.220 0.153 -0.192 0.269
H -3.0085 0.0927 4.0112 -0.790 0.640 0.729 0.458
H 3.0698 -0.8529 -4.5406 -0.286 -0.056 -0.392 0.222
H -5.9094 -3.9931 -1.5749 -0.190 0.271 0.683 0.204
H 7.5728 -1.9888 -1.4082 -0.872 0.447 -1.242 0.286
H 4.3254 2.6375 -3.5895 1.166 -0.337 0.815 0.144
H -1.9665 -1.7895 -3.0827 -1.348 0.218 -1.045 -0.141
H 1.6302 8.8716 0.2625 -0.371 -0.510 0.355 0.247
H -4.4621 -0.9162 -0.3792 0.497 -0.007 0.087 0.228
H -2.2513 -4.1786 4.9727 0.478 -0.175 -0.151 0.231
H 2.9439 7.5385 0.2001 -0.422 0.997 0.144 0.288
H -1.9849 -1.3465 -4.8339 -1.134 -0.262 0.901 0.276
H 0.5542 7.1932 3.0734 0.534 -0.033 -0.600 0.194
H -2.8175 5.3679 3.2085 -0.467 0.149 0.165 -0.155
H 2.8607 3.1689 3.4629 -0.508 -0.336 0.130 0.224
H 1.1574 -3.1131 -1.3697 -0.785 -0.369 0.336 0.458
H -3.1731 -5.7035 4.7564 0.160 -0.250 0.216 0.317
H 1.4269 -0.3355 -5.0280 -0.202 0.120 0.070 0.193
H 0.3749 4.3206 7.8732 -0.167 0.563 0.330 0.293
H 6.8446 -1.7096 -3.1182 0.712 0.503 -0.910 0.353
H -0.5688 -1.3366 -1.8392 0.544 0.708 0.165 -0.185
H -3.2920 -0.2652 0.9348 -0.301 -1.224 -0.481 -0.187
H 3.8287 -4.7602 -7.4658 0.124 0.256 0.057 0.193
H 3.9679 -0.4967 0.6127 0.181 0.742 0.053 0.246
H 1.5530 -5.2427 -4.3756 0.391 0.650 0.030 0.306
H -4.0440 1.3777 -0.8194 0.021 -0.041 1.402 0.126
H -5.5127 1.5869 0.1901 1.247 -1.131 -0.120 0.391
H -0.4853 1.1435 4.1377 0.384 0.428 0.340 -0.117
H -5.0068 -0.6717 1.2673 0.110 0.219 0.087 0.327
H 2.9193 -5.7496 -5.2753 0.632 0.132 -0.905 0.309
H -2.2277 -0.9946 3.0572 0.495 -0.752 -0.045 -0.023
H -1.0695 7.2774 3.7303 -0.904 0.467 -0.506 0.321
H -1.0579 -3.0722 0.6567 -0.620 -0.986 -0.301 0.080
H 3.3383 -3.9755 -8.9477 -0.440 0.098 -0.731 0.238
H -2.8083 -3.2428 0.9625 0.342 -0.342 -0.048 0.447
H -2.2508 -3.6734 -0.6220 0.334 0.286 -0.207 0.014
H 0.2257 7.3174 4.7971 0.550 0.120 0.567 0.371
H -6.7130 -5.6192 -1.6033 0.577 0.887 -0.483 0.319
H 6.2700 -2.9890 -2.0953 -0.033 0.745 0.089 0.216
H -4.5172 -5.5782 -2.5494 0.156 -0.048 -0.763 0.257
H -0.3734 2.0018 2.1266 0.951 0.112 -1.221 -0.371
H -1.4928 6.6577 0.4842 0.111 1.461 -0.626 0.523
H 0.2750 -4.5195 3.1685 0.879 0.680 1.212 0.075
H 0.6109 -0.3336 -2.8253 -0.188 -0.904 0.787 -0.008
H -1.0116 0.0248 5.3973 -0.132 -0.123 -0.002 0.422
H -0.8355 5.3409 1.2380 0.612 -1.076 1.161 0.085
H 2.3877 4.5476 2.4353 0.088 0.301 -1.088 -0.016
H 1.9697 3.1870 -3.1633 0.355 0.798 0.019 0.296
H -7.2743 -4.3141 -2.6722 0.358 -0.039 -0.045 0.310
H 1.8508 4.0619 7.0856 0.276 -0.142 -0.653 0.337
H 1.7615 5.5734 7.8990 -0.678 -0.259 0.267 0.293
```
Positions in Å, forces in eV/Å.

## Properties
Highest occupied orbital energy = -0.3802 Eh
LUMO = 0.4 eV
2S+1 = 1
Structure (SMILES) = COP(=O)(OC)OC.COP(=O)(OC)OC.COP(=O)(OC)OC.COP(=O)(OC)OC.COP(=O)(OC)OC.CCOC(=O)OC.CCOC(=O)OC.CCOC(=O)OC.CCOC(=O)OC